Record 1
Here is 2 unconnected molecules or ions with the total composition C25H22Br2O4S from the Open Molecules 2025 dataset. Energies are from ωB97M-V/def2-TZVPD.

The geometry in XYZ format:
```
54
Properties=species:S:1:pos:R:3
C -3.970 -2.619 9.358
H -3.631 -2.943 2.289
C 3.634 -1.886 2.172
C 1.183 -1.755 2.206
C -4.944 -1.273 2.175
H -2.411 -5.579 9.089
H 5.773 -1.892 2.115
C -3.251 -3.654 8.809
C 4.876 -1.293 2.130
H 2.498 -3.871 7.119
C 0.101 -3.116 6.959
H -1.157 -1.981 8.239
H 3.551 -2.956 2.197
S -2.675 -3.570 7.113
C -2.955 -4.770 9.552
Br -6.731 0.947 2.006
O -2.569 -5.022 6.718
H 2.105 -2.952 5.662
C 2.600 0.280 2.122
H 1.180 -2.829 2.254
Br 6.684 0.905 1.996
H -1.235 -2.826 2.337
C -2.522 -1.112 2.193
H 1.732 0.911 2.117
C -5.044 0.102 2.091
C -1.124 -2.773 7.522
C -4.383 -2.697 10.672
H -4.405 -3.874 12.455
H -3.115 -5.715 11.457
C -4.085 -3.814 11.427
H 3.949 1.939 2.034
H 3.390 -0.983 6.483
C -0.032 -1.105 2.186
H -4.921 -1.876 11.117
H -3.997 1.945 1.954
C -3.369 -4.851 10.865
H -5.846 -1.864 2.167
C -1.247 -1.754 2.243
C 3.846 0.866 2.081
C -3.901 0.875 2.048
H -4.211 -1.763 8.748
C 4.984 0.083 2.082
C 2.458 -1.117 2.166
H 4.470 -2.382 6.606
O 1.187 -2.380 7.378
O -3.542 -2.551 6.423
C 3.533 -1.951 6.970
C -2.659 0.283 2.095
C -3.705 -1.873 2.229
H -0.034 -0.034 2.119
O 0.224 -4.027 6.130
C 2.340 -2.854 6.733
H 3.632 -1.756 8.039
H -1.789 0.910 2.053
```

As for the net charge: 0. As for the orbital gap: 2.04 eV. The calculation puts the HOMO energy at -5.75 eV.

***

Record 2
Here is a molecular structure, C25H22BrCuN4O2 from the Open Molecules 2025 dataset. Energies are from ωB97M-V/def2-TZVPD.

The geometry in XYZ format:
```
55
Properties=species:S:1:pos:R:3
N -1.778 -0.957 -0.261
C -3.574 -3.041 -0.142
C 1.517 -0.414 1.967
H 0.223 -1.888 -5.356
C 3.614 -1.441 0.973
N 0.100 -0.393 1.598
C 4.421 -1.675 -0.130
H 5.341 -2.231 -0.021
H 3.909 -1.790 1.951
C 4.029 -1.182 -1.365
C 2.829 -0.495 -1.454
Br 0.827 -4.737 -6.072
C 0.367 -2.478 -2.041
N 2.048 -0.301 -0.396
C -0.085 -0.287 -3.319
C -0.661 0.621 2.326
H -0.020 3.165 -1.294
C -2.732 -1.068 -1.179
H 1.798 0.588 2.310
H -2.747 -0.301 -1.941
C -1.701 -1.841 0.731
H -2.554 -3.567 1.676
C -0.721 4.368 1.789
C 0.618 -3.803 -4.432
Cu -0.001 0.173 -0.449
C 0.642 -3.832 -2.048
C 0.771 -4.507 -3.246
H 0.216 -2.464 1.369
H -0.434 5.334 -0.109
C -2.611 -2.884 0.843
O -0.153 0.453 -2.271
N -0.283 2.038 0.394
H 0.764 -4.362 -1.116
H -1.722 0.349 2.298
C 0.339 -2.448 -4.438
H -0.835 -1.956 2.697
C -0.461 4.401 0.427
C -0.236 3.205 -0.235
C -0.523 -1.713 1.671
H -0.959 3.087 3.498
C -3.635 -2.117 -1.175
C 0.211 -1.772 -3.228
C -0.542 1.990 1.699
H 0.288 -1.960 -1.097
H 4.639 -1.337 -2.240
H -4.365 -2.212 -1.961
C 2.422 -0.749 0.803
H -4.253 -3.879 -0.105
H 1.706 -1.108 2.798
H -0.898 5.279 2.341
C -0.756 3.145 2.439
H 2.471 -0.089 -2.391
H -0.363 0.669 3.383
O -0.251 0.205 -4.422
H 1.000 -5.561 -3.263
```

As for the net charge: +1. As for the expectation value of S²: 0.752. As for the orbital gap (spin up / spin down): 8.56 / 7.67 eV. The spin multiplicity is 2. The calculation puts the HOMO energy (spin up / spin down) at -11.19 / -11.19 eV.

***

Record 3
Here is a molecular structure, C25H22BrIN3NdO5S from the Open Molecules 2025 dataset. Energies are from ωB97M-V/def2-TZVPD.

The geometry in XYZ format:
```
59
Properties=species:S:1:pos:R:3
H 3.694 -4.604 -0.394
H 1.818 6.474 -5.482
C -1.213 -2.778 3.957
H 3.595 -2.808 2.063
H -0.514 -4.319 6.926
C -6.075 2.009 -0.290
C 2.100 -1.401 0.592
C -5.215 2.626 0.567
H 4.609 -2.548 -1.208
H 4.224 -5.103 1.171
N 3.268 -1.950 0.215
H -6.328 0.537 -1.889
H 5.878 -0.581 -0.140
H -0.520 6.557 -6.236
H 2.116 -3.311 3.653
O -2.385 -0.662 -1.643
H 1.711 -4.355 5.851
C 1.460 4.943 -4.049
H -5.534 3.419 1.193
C 4.070 -1.611 -0.934
I -2.079 2.553 -3.402
C -5.684 0.999 -1.153
O -0.651 -1.495 1.480
C 5.073 -0.438 -0.899
C -2.734 2.684 1.502
C 1.078 5.827 -5.009
Br -3.062 5.179 -5.492
C 0.349 -2.027 2.084
C 0.928 -3.912 5.333
H 2.515 -4.688 0.939
C -0.238 5.872 -5.433
H -2.371 -3.257 5.647
C 0.068 -2.728 3.420
N -3.555 1.140 -0.179
C -3.900 2.165 0.615
O -1.632 1.996 1.312
H 0.887 3.200 -2.917
H 3.386 -1.408 -1.764
C 3.898 -2.985 1.023
C -0.742 3.956 -4.068
C -0.336 -3.925 5.919
H 5.560 -0.413 -1.853
C -4.358 0.532 -1.075
C 0.589 3.999 -3.579
C -3.657 -0.596 -1.945
H 5.025 -2.814 0.965
O -2.911 3.586 2.280
Nd -1.167 0.223 0.061
N 1.586 -1.963 1.655
C 1.117 -3.297 4.138
S 1.652 0.098 -0.200
O -4.308 -1.217 -2.732
H -7.109 2.364 -0.415
H 2.455 4.889 -3.701
C 3.562 -4.434 0.638
C -1.383 -3.323 5.232
H 4.591 0.515 -0.709
H -2.017 -2.354 3.333
C -1.183 4.964 -4.972
```

As for the net charge: 0. As for the expectation value of S²: 3.752. As for the orbital gap (spin up / spin down): 8.65 / 8.65 eV. The spin multiplicity is 4. The calculation puts the HOMO energy (spin up / spin down) at -9.08 / -9.08 eV.

***

Record 4
Here is a molecular structure, C25H22BrN5O3Re from the Open Molecules 2025 dataset. Energies are from ωB97M-V/def2-TZVPD.

The geometry in XYZ format:
```
57
Properties=species:S:1:pos:R:3
Re -0.681 -0.193 0.106
H -1.435 -0.822 2.821
C 0.998 1.148 -1.641
C 4.408 1.298 -3.134
O 1.169 0.152 -0.769
C -4.682 1.943 -1.046
H 1.948 -5.316 1.927
C -0.615 -0.062 2.939
C 1.264 -4.230 0.231
N -0.046 -2.219 -0.030
C 4.112 1.875 -4.346
H -0.561 -0.240 5.031
H 2.526 -5.904 0.359
H 0.557 2.534 1.163
C 2.888 2.456 -4.518
N -1.074 1.362 -0.903
N -0.145 1.835 -1.798
H 5.420 0.955 -2.880
C -0.484 -2.651 -1.266
H -0.606 -4.265 -2.652
H 3.193 -4.430 1.154
H 0.915 2.823 -3.697
H 2.920 0.105 -0.642
C 2.314 -5.060 0.950
H -2.401 2.717 -1.878
C 1.878 2.394 -3.570
N -0.222 0.656 1.845
H 0.999 -5.632 -1.357
C -0.088 0.224 4.172
H 1.743 2.368 5.738
C -3.471 1.343 -0.612
C -5.840 0.918 0.798
Br -1.530 -1.328 -2.198
H 1.009 0.925 6.290
C -4.687 0.220 1.171
H 1.027 -2.596 1.733
H 2.670 2.960 -5.436
O 3.727 0.525 -1.037
C 0.854 -2.995 0.723
C -3.515 0.354 0.436
H 4.851 1.889 -5.185
C 3.389 1.099 -2.209
H -4.592 -0.351 2.117
C -0.104 -3.901 -1.746
H -6.728 2.257 -0.735
H 1.878 2.898 3.264
N 1.483 1.402 5.558
C 1.188 1.991 3.179
C -5.848 1.726 -0.349
C 0.541 1.767 1.989
H -6.794 0.688 1.244
O -2.485 -0.433 0.824
C 2.106 1.579 -2.456
C 0.721 -4.648 -1.022
H -4.631 2.738 -1.842
C 0.859 1.239 4.319
C -2.291 1.909 -1.125
```

As for the net charge: +2. As for the expectation value of S²: 3.812. As for the orbital gap (spin up / spin down): 6.47 / 5.15 eV. The spin multiplicity is 4. The calculation puts the HOMO energy (spin up / spin down) at -12.91 / -12.96 eV.

***

Record 5
Here is a molecular structure, C25H22I2N7OSeSn from the Open Molecules 2025 dataset. Energies are from ωB97M-V/def2-TZVPD.

The geometry in XYZ format:
```
59
Properties=species:S:1:pos:R:3
H 2.711 -1.070 -2.983
C 0.457 2.277 0.474
N -1.025 -0.558 -0.338
C 2.391 -0.146 3.947
H 4.195 -0.850 4.854
N 1.426 -0.792 3.030
H -0.095 4.165 -0.313
C 1.689 -0.916 -3.313
C -1.355 -1.601 0.951
I -2.338 -3.795 -0.905
H 2.025 -0.247 4.971
Se -4.541 0.035 -5.398
C 3.812 -0.717 3.842
H 4.503 -0.905 1.208
H 3.772 -1.723 3.411
O -0.244 -2.194 1.280
C 4.709 0.115 1.548
C -3.770 -0.151 -0.795
C -2.299 -0.305 -4.354
H 1.506 2.529 0.560
I -5.197 2.179 0.597
C -2.490 -2.172 0.265
H -4.605 -1.863 0.393
H 5.672 0.397 1.113
H -0.214 -0.633 -6.094
H -2.554 3.578 -0.387
H 4.709 1.179 3.412
H 3.690 1.889 1.482
N 3.610 0.966 1.065
C -0.893 -0.529 -4.062
H -4.004 -0.197 2.279
N 0.783 -0.774 -2.361
Sn 1.377 -0.834 0.592
C -2.799 -0.218 -1.896
C -3.663 -1.324 0.355
H 3.698 1.106 0.063
C -3.360 -0.235 1.406
H -4.782 -0.112 -1.186
H 2.388 0.918 3.710
N -2.789 -0.228 -5.563
N -4.490 0.053 -3.621
H 2.172 -0.998 -5.408
C -0.435 3.184 -0.019
N 0.128 1.042 0.935
C -1.203 0.630 0.723
H 0.521 -0.347 3.147
C -2.206 1.608 0.301
C 1.387 -0.877 -4.675
C -1.478 -0.447 -1.646
C -1.821 2.843 -0.074
C -1.860 -0.357 1.709
C 4.817 0.143 3.069
H 1.288 -1.766 3.290
H -1.580 -0.296 2.756
C -3.243 -0.148 -3.275
C -0.494 -0.594 -2.724
C -3.517 0.906 0.356
H 5.831 -0.147 3.347
C 0.079 -0.677 -5.053
```

As for the net charge: +1. As for the orbital gap: 5.64 eV. The calculation puts the HOMO energy at -10.01 eV.

***

Record 6
Here is a molecular structure, C25H22N3O3S3Sn from the Open Molecules 2025 dataset. Energies are from ωB97M-V/def2-TZVPD.

The geometry in XYZ format:
```
57
Properties=species:S:1:pos:R:3
H 0.020 1.693 -3.821
C -1.885 6.792 -4.678
H 1.589 4.575 -2.643
H 3.082 -2.149 2.056
C 0.349 0.698 -4.113
N -2.329 7.507 -5.463
O -1.260 -0.350 -2.311
H 2.651 -4.123 -1.175
H 1.408 -5.365 -1.363
H 1.396 0.736 -4.416
C -1.336 0.004 6.247
C 2.851 -3.140 1.662
C -0.652 -0.107 3.918
C -0.370 -3.883 -0.215
N 1.674 7.230 -4.875
H 3.118 -3.887 2.418
H 1.501 -1.954 -3.867
S 0.404 2.692 -0.968
H -0.696 -4.448 -1.082
Sn -1.525 1.282 -0.077
C -0.886 -2.474 1.655
C 0.943 6.539 -4.316
C -2.203 5.108 -2.945
H 2.512 -5.420 0.015
C 0.968 -3.921 0.162
H 0.380 -2.684 -2.680
H -3.272 5.259 -3.010
H 1.641 -2.450 3.681
H -0.486 -1.490 7.542
H -0.260 -2.067 -4.230
C 0.041 5.701 -3.598
H 3.486 -3.310 0.796
H 0.756 -2.596 5.742
C -1.726 4.139 -2.057
S -2.891 3.268 -1.104
C 1.941 -4.755 -0.635
O -1.645 1.405 2.387
C -0.695 0.586 2.572
C -0.545 -1.099 6.534
H -2.317 -3.078 0.192
C -0.332 3.921 -1.981
H -1.902 0.490 7.031
C 0.521 4.723 -2.736
C 0.491 -1.929 -3.455
C -1.284 -3.134 0.509
C -1.382 0.483 4.951
C -1.351 5.873 -3.728
C 0.110 -1.250 4.201
H -0.292 0.308 -4.901
C 1.393 -3.203 1.281
N 0.877 -1.948 3.260
S 0.201 -0.334 -2.628
C 0.161 -1.717 5.520
H -1.965 1.358 4.702
H -1.608 -1.937 2.254
O 0.187 0.349 1.718
C 0.446 -2.516 2.061
```

As for the net charge: -1. As for the orbital gap: 6.77 eV. The calculation puts the HOMO energy at -4.63 eV.

***

Record 7
Here is a molecular structure, C25H23Cl2N2O3PS2Tc from the Open Molecules 2025 dataset. Energies are from ωB97M-V/def2-TZVPD.

The geometry in XYZ format:
```
59
Properties=species:S:1:pos:R:3
H 2.140 3.735 2.655
H 4.898 -2.254 1.454
H 0.010 0.444 4.431
N 1.713 -1.945 1.932
C 3.782 0.978 3.798
Cl 1.228 0.881 -1.862
C -2.063 -0.575 1.509
H 3.580 -0.552 -0.219
H 2.338 6.072 1.943
C -1.573 2.653 3.437
H -1.918 -5.555 0.157
O -0.362 -4.152 0.134
C 1.609 5.430 1.467
H 1.646 -0.173 6.160
H -1.013 3.151 -0.206
H 2.931 -3.206 3.106
H -4.722 1.879 4.403
O -0.792 -0.991 1.521
H -0.824 3.424 3.571
C -0.160 5.109 -0.129
H 0.787 -2.058 2.324
C 0.777 5.935 0.479
H 3.217 1.733 1.878
C 2.871 -2.505 2.290
H -2.954 3.567 4.788
C 3.183 -1.143 0.591
C -1.321 1.577 2.588
C -0.368 1.337 -2.522
C -2.309 0.602 2.405
C 0.573 3.269 1.249
Cl -1.526 0.769 -1.287
C -0.460 -3.733 -1.082
C -3.538 0.729 3.037
H 4.063 0.173 5.767
O -2.910 -1.053 0.795
H -0.539 0.816 -3.459
H -0.761 -5.603 1.507
H -0.280 -6.226 -0.090
H 0.852 6.975 0.191
S -1.189 -4.477 -2.384
H -0.428 2.415 -2.640
H 4.839 1.137 3.625
C -0.868 -5.475 0.436
S 0.085 -2.211 -1.583
P 0.299 1.550 1.753
Tc 0.274 -0.186 0.023
C 3.346 0.441 5.002
C 1.067 0.590 4.248
C -3.770 1.790 3.898
C 1.991 0.245 5.223
N 1.882 -1.108 0.896
C -0.259 3.782 0.250
C -2.783 2.743 4.107
C 1.507 4.102 1.860
C 1.499 1.144 3.044
C 2.866 1.320 2.817
C 3.850 -2.014 1.443
H -4.303 -0.015 2.856
H -0.827 5.505 -0.884
```

As for the net charge: +2. As for the expectation value of S²: 3.771. As for the orbital gap (spin up / spin down): 8.17 / 5.85 eV. The spin multiplicity is 4. The calculation puts the HOMO energy (spin up / spin down) at -14.32 / -14.32 eV.

***

Record 8
Here is a molecular structure, C25H23IN4OS2Ti from the Open Molecules 2025 dataset. Energies are from ωB97M-V/def2-TZVPD.

The geometry in XYZ format:
```
57
Properties=species:S:1:pos:R:3
C -3.721 -0.052 1.137
H 2.646 -2.045 -1.413
H -2.606 -2.350 -0.044
N -2.619 2.501 -0.827
C 1.891 5.515 1.438
C 3.125 -1.092 -1.237
H 4.654 2.283 -0.330
H 2.452 -2.808 4.513
H -0.256 -5.132 -1.698
C 0.122 -4.613 -0.824
N 0.673 1.573 -0.067
C 0.508 -5.314 0.276
H 0.447 -6.396 0.301
H -3.630 -2.974 1.300
C 1.630 4.180 1.184
H 5.056 -1.738 -1.818
H 1.460 5.987 2.313
S -2.447 -1.019 1.921
C 4.247 1.329 -0.638
O -1.141 -0.443 1.426
H -3.619 0.969 1.499
C 4.457 -0.923 -1.440
C 2.830 1.144 -0.556
C 2.705 6.247 0.583
C -1.400 1.839 -0.800
H -4.687 -0.461 1.437
H 3.879 6.195 -1.213
H -3.585 -0.071 0.056
S -1.332 0.294 -1.655
H -0.113 -2.693 -1.741
C 0.208 -3.198 -0.830
C 1.672 -2.601 2.540
C 1.420 -5.361 2.562
C 0.726 -2.473 0.223
I 1.895 -0.540 2.546
H 0.990 3.614 1.849
N 2.289 -0.116 -0.775
C 5.043 0.327 -1.082
H -3.145 2.351 -1.673
H 6.115 0.462 -1.145
H 2.909 7.291 0.783
H -1.858 -3.214 1.325
C 1.921 -4.716 3.652
Ti 0.377 -0.339 -0.032
C -2.666 -2.547 1.026
C 1.022 -4.636 1.411
C 2.050 -3.311 3.643
C 1.912 2.125 -0.192
H 2.225 -5.270 4.530
N -0.446 2.383 -0.115
C 3.251 5.632 -0.534
H -2.528 3.474 -0.570
C 2.176 3.549 0.065
C 2.984 4.296 -0.794
H 1.321 -6.440 2.558
C 1.138 -3.222 1.374
H 3.390 3.825 -1.680
```

As for the net charge: 0. As for the orbital gap (spin up / spin down): 5.97 / 5.97 eV. The calculation puts the HOMO energy (spin up / spin down) at -5.75 / -5.74 eV.

***

Computed F_max, in the same sequence as the records: 3.36; 1.40; 2.31; 4.25; 0.75; 0.86; 1.80; 0.54 eV/A.
Computed total energy, in the same sequence as the records: -185387.2303; -151015.9260; -145250.0495; -112031.9944; -126131.6603; -75236.0733; -93608.5556; -87192.8797 eV.